Entry 1:
44
Properties=species:S:1:pos:R:3:mulliken_charge:R:1 method="wB97M-V/def2-TZVPD" largest_force_ev_per_a=13.706 e_tot_ha=-1372.826991 mol_weight_g_mol=331.4 smiles="Cc1cccc(C(=O)N[C@H](C(=O)Nc2nc(C)cs2)C(C)C)c1" homo_energy_ev=-8.50 e_above_lowest_ev=15.643 orbital_gap_ha=0.2991
S 0.555 3.604 -1.058 -0.1868
O 3.862 -0.210 -1.933 -0.7205
O -0.186 -0.316 1.279 -0.4164
N 1.404 2.053 0.914 -0.4117
N 2.506 1.572 -1.174 0.1479
N 0.827 -0.730 -0.809 -0.0592
C 1.733 2.357 -0.508 0.1438
C 4.096 -2.046 0.299 -1.7231
C 2.892 0.284 -1.097 -0.0755
C -0.286 -0.215 0.194 0.7081
C -3.796 -0.607 -0.338 1.2843
C -3.049 0.523 -2.139 -0.4904
C -2.517 -0.658 0.165 -0.3841
C 2.182 -0.618 -0.407 0.1327
C 0.375 2.741 1.235 0.7885
C -5.096 -1.163 0.450 -1.7934
C 1.862 -2.799 0.427 -0.9587
C 0.045 2.698 2.504 -1.2731
C -1.505 -0.280 -0.496 0.2137
C -4.184 -0.040 -1.370 -0.3138
C -1.699 0.266 -1.818 -0.8819
C -0.278 3.701 0.606 -0.7774
C 2.790 -1.915 -0.338 -0.2231
H 2.248 -0.237 0.811 0.4150
H 0.971 2.793 3.384 0.1973
H -0.147 1.633 2.844 0.2128
H -4.997 -1.501 1.411 0.4943
H -6.004 -0.576 0.422 0.3802
H -2.446 -1.339 1.291 0.0423
H -5.103 0.240 -2.079 0.2103
H 4.795 -1.468 -0.088 0.5202
H 2.818 -2.201 -1.234 0.8068
H 2.866 2.145 -1.891 0.3157
H 2.265 -3.938 0.486 0.3934
H 3.973 -1.779 1.466 0.2849
H -5.649 -1.969 0.070 0.4349
H 1.570 -2.630 1.654 0.1433
H 0.629 -0.608 -1.636 0.2300
H -3.177 1.181 -3.209 0.1507
H -0.836 0.834 -2.182 0.3108
H -1.024 4.346 0.794 0.5908
H 4.593 -2.977 0.431 0.4156
H 0.924 -3.100 -0.348 0.1999
H -0.801 2.950 3.015 0.5206

---

Entry 2:
46
Properties=species:S:1:pos:R:3:mulliken_charge:R:1 method="wB97M-V/def2-TZVPD" largest_force_ev_per_a=0.683 e_tot_ha=-1200.984425 mol_weight_g_mol=347.4 smiles="Cc1ccc(NC(=O)C(=O)NCCCN2C[C@H](C(=O)O)CC2=O)cc1" homo_energy_ev=-8.59 e_above_lowest_ev=0.000 orbital_gap_ha=0.3334
O 0.529 -0.471 0.881 -0.6644
O 2.177 -2.959 0.886 -0.4820
O 5.796 0.997 -0.443 -0.6898
O -1.614 2.266 0.556 -0.7334
O 3.506 -1.420 1.805 -0.6150
N 3.679 0.364 -0.996 0.2128
N 0.957 1.769 1.062 -0.0530
N -2.032 -0.001 0.439 -0.0074
C 3.742 -1.935 -0.545 0.1623
C -3.932 -1.405 0.055 -0.5881
C -3.400 -0.124 0.189 0.8654
C -4.237 0.980 0.069 -0.4890
C 2.376 1.757 1.328 -0.2963
C 0.185 0.705 0.870 0.1934
C -7.591 -0.670 -0.559 -1.4112
C -5.279 -1.573 -0.192 -0.7256
C -5.584 0.794 -0.178 -0.8024
C -6.126 -0.477 -0.313 0.7620
C 4.961 0.142 -0.632 0.4926
C 3.162 -2.064 0.851 0.2662
C 3.166 2.446 0.216 -0.8441
C 3.110 1.686 -1.114 -0.9806
C -1.276 1.096 0.603 0.7379
C 2.925 -0.838 -1.256 -0.5074
C 5.159 -1.365 -0.522 -0.9082
H 1.716 -2.918 1.738 0.3934
H -8.026 0.210 -1.025 0.3621
H 2.078 1.581 -1.455 0.4640
H 1.912 -0.767 -0.853 0.1331
H -1.501 -0.867 0.520 0.0739
H 5.754 -1.712 -1.367 0.3250
H 2.690 0.717 1.438 -0.0585
H 4.209 2.516 0.523 0.4498
H 3.655 -2.896 -1.052 0.6199
H 2.864 -1.031 -2.336 0.3307
H -3.283 -2.265 0.145 0.3741
H -6.225 1.658 -0.269 0.3297
H -3.829 1.972 0.170 0.4717
H 2.560 2.274 2.275 0.3501
H 2.780 3.456 0.059 0.4358
H 3.672 2.254 -1.864 0.4036
H 5.691 -1.598 0.400 0.3406
H -8.108 -0.842 0.386 0.2823
H -7.767 -1.533 -1.198 0.3654
H -5.680 -2.571 -0.294 0.3656
H 0.480 2.663 0.999 0.2932

---

Entry 3:
47
Properties=species:S:1:pos:R:3:mulliken_charge:R:1 method="wB97M-V/def2-TZVPD" largest_force_ev_per_a=3.975 e_tot_ha=-1598.954329 mol_weight_g_mol=379.4 smiles="CC1(NS(=O)(=O)c2ccc3c(c2)N(C(=O)CN2CCOC2=O)CC3)CC1" homo_energy_ev=-8.97 e_above_lowest_ev=5.325 orbital_gap_ha=0.3363
S -1.082 -2.367 3.188 1.2494
O 2.312 3.424 -3.501 -0.6081
O -0.678 1.834 0.200 -0.5656
O -0.820 -3.635 3.871 -0.6989
O 4.030 3.748 -2.082 -0.3689
O -1.093 -1.195 4.064 -0.6503
N 0.694 0.442 -1.038 0.3236
N 1.998 3.260 -1.334 0.1774
N -2.710 -2.443 2.539 -0.4154
C 1.233 -2.944 -0.210 -0.6323
C 1.569 -1.381 -2.210 -0.7986
C 2.650 3.392 -0.076 -0.3110
C -3.465 -0.095 1.760 -1.2531
C -0.175 -2.230 1.639 -0.4241
C 2.799 3.448 -2.420 0.6970
C 0.139 1.679 -0.695 0.6401
C -3.062 -1.517 1.432 1.1398
C 0.510 -0.687 -0.224 -0.2082
C 1.475 0.168 -2.257 -0.5330
C -4.237 -2.221 0.614 -1.0358
C -0.068 -0.899 1.033 -0.5065
C 0.533 3.011 -1.343 -1.3757
C 0.636 -3.202 1.060 -0.3724
C -2.866 -1.918 -0.085 -0.5423
C 4.075 3.784 -0.630 -0.3989
C 1.051 -1.746 -0.892 0.9631
H 0.844 -1.827 -2.922 0.2368
H 0.776 -4.246 1.441 0.3872
H -2.225 -2.752 -0.447 0.2730
H 0.933 0.545 -3.136 0.4104
H -4.140 0.289 0.939 0.3709
H 1.930 -3.705 -0.691 0.3194
H 4.852 3.073 -0.227 0.2909
H -2.550 0.570 1.621 0.0874
H -0.105 3.785 -0.957 0.3364
H -5.137 -1.662 0.321 0.2838
H 2.514 0.443 -2.196 0.1925
H -4.422 -3.286 1.006 0.3017
H 2.338 4.217 0.656 0.2281
H 2.714 2.472 0.556 0.1846
H -0.563 -0.053 1.555 0.6023
H -3.996 0.009 2.693 0.3421
H -2.902 -1.108 -0.854 0.2022
H 4.269 4.798 -0.317 0.3088
H 2.610 -1.721 -2.364 0.3828
H -3.325 -2.498 3.318 0.3319
H 0.138 2.947 -2.401 0.4354

---

Entry 4:
47
Properties=species:S:1:pos:R:3:mulliken_charge:R:1 method="wB97M-V/def2-TZVPD" charge=+4 largest_force_ev_per_a=15.046 e_tot_ha=-1528.287598 mol_weight_g_mol=450.7 homo_energy_ev=-20.41 orbital_gap_ha=0.1519
Zr -0.955 0.450 -1.020 0.8394
S 0.337 -1.391 0.555 -0.3527
O 2.613 1.426 0.595 -0.1581
O -1.442 0.919 3.147 -0.1313
N -2.490 -0.728 0.669 -0.3420
N 2.683 -2.473 1.456 -0.1231
N -0.872 2.507 0.149 -0.3284
N 1.249 0.017 -2.073 -0.2325
N 2.011 -0.805 2.689 0.1756
C -1.408 -0.393 -3.059 -0.0645
C -2.523 -0.620 -2.236 -0.1888
C -1.498 1.998 -2.539 -0.0262
C 1.722 -1.532 1.590 0.5857
C 3.148 -1.315 -3.215 -0.9963
C -4.015 -2.567 1.671 -1.0050
C -0.710 4.994 0.824 -1.1031
C 3.730 -2.371 2.458 -0.4981
C -3.198 -1.549 1.084 0.3941
C -3.159 0.477 -1.626 -0.3007
C -0.694 0.606 2.342 0.1005
C -0.813 3.628 0.430 0.5119
C 2.085 -0.566 -2.621 0.4329
C -0.931 0.921 -3.236 -0.2728
C 1.539 1.214 0.249 0.1754
C 3.244 -1.222 3.338 -0.4736
C -2.639 1.770 -1.741 -0.3628
H -0.100 1.129 -3.901 0.4425
H 4.687 -2.134 1.979 0.3108
H -3.807 -3.526 1.181 0.3391
H -0.930 -1.238 -3.550 0.5137
H 3.059 -1.549 4.368 0.3581
H -4.067 0.342 -1.049 0.4465
H 3.153 -1.163 -4.302 0.3739
H 3.970 -0.401 3.349 0.3055
H -0.041 5.523 0.135 0.3536
H -1.076 2.993 -2.644 0.5434
H 2.672 -3.145 0.700 0.2017
H -0.305 5.046 1.840 0.3544
H -1.704 5.456 0.799 0.3703
H -3.789 -2.649 2.740 0.3419
H 3.834 -3.307 3.018 0.3352
H -5.076 -2.319 1.549 0.3700
H -3.135 2.586 -1.226 0.5225
H 2.997 -2.378 -2.990 0.3276
H 4.108 -0.984 -2.801 0.3508
H 1.436 -0.044 3.029 0.0555
H -2.900 -1.632 -2.104 0.5278

---

Entry 5:
46
Properties=species:S:1:pos:R:3:mulliken_charge:R:1 method="wB97M-V/def2-TZVPD" largest_force_ev_per_a=1.311 e_tot_ha=-1159.982898 mol_weight_g_mol=343.4 smiles="Cc1ccc(NC[C@H](O)Cn2cnc3c2c(=O)n(C)c(=O)n3C)cc1" homo_energy_ev=-7.57 e_above_lowest_ev=0.536 orbital_gap_ha=0.2996
O -2.354 -2.093 0.522 -0.8168
O -4.439 -0.219 0.554 -0.6494
O 2.045 -3.218 0.260 -0.6726
N -0.144 -2.636 0.346 0.0372
N -1.539 2.058 0.689 -0.0734
N 0.420 0.389 -2.231 -0.6319
N -1.661 0.202 -1.451 0.2561
N 1.380 -1.482 -1.037 0.1257
C 4.108 1.343 0.699 -1.6798
C 2.019 2.567 0.013 -0.6713
C -3.070 0.465 -1.337 -0.9987
C 0.652 2.740 0.024 -0.6465
C -1.255 -1.865 0.030 0.4131
C -0.928 -0.821 -0.888 -0.1236
C 0.359 -0.664 -1.391 1.0489
C -3.622 0.810 0.082 0.1470
C -0.179 1.862 0.728 0.0732
C 2.618 1.516 0.697 0.7011
C -0.798 0.879 -2.232 -0.3588
C 1.796 0.655 1.409 -0.8579
C 1.159 -2.486 -0.122 0.6555
C 0.425 0.821 1.436 0.1727
C -0.323 -3.722 1.297 -1.1795
C 2.704 -1.263 -1.574 -1.0972
C -2.545 1.143 1.140 -0.7235
H 0.207 3.561 -0.521 0.3716
H 4.556 1.964 1.476 0.4168
H -4.289 1.674 -0.031 0.4661
H -3.077 1.539 2.017 0.4182
H 4.377 0.308 0.898 0.3507
H 2.634 3.259 -0.545 0.3642
H -0.168 0.137 2.024 0.5528
H -3.290 1.284 -2.025 0.3398
H -2.073 0.209 1.442 0.0033
H 3.410 -1.835 -0.976 0.3468
H 0.000 -4.660 0.847 0.3399
H 2.234 -0.166 1.960 0.3739
H 2.926 -0.199 -1.529 0.3821
H -1.088 1.733 -2.812 0.3778
H 4.536 1.644 -0.255 0.3941
H 0.282 -3.538 2.185 0.3397
H 2.745 -1.595 -2.612 0.2892
H -1.377 -3.767 1.558 0.3611
H -3.885 -1.017 0.664 0.4984
H -1.860 2.903 0.245 0.2430
H -3.624 -0.420 -1.672 0.3210